[1]
The following is a DFT calculation (wB97M-V/def2-TZVPD) of an isolated ion of composition H2NO3S2 and charge -1 in a non-equilibrium geometry.

## Properties
* net charge: -1
* F_max: 0.07699 hartree/bohr
* relative energy (zero: lowest compared OMol25 entry of this formula, charge and spin): 33.5 kcal per mole
* gap between HOMO and LUMO: 7.9022 eV

Atoms and positions in Å:
N: 0.46 0.66 -0.21
O: -0.70 0.96 -1.17
S: -1.91 0.02 -0.75
O: -1.56 -1.31 -1.08
O: -2.12 0.21 0.68
S: -3.26 0.98 -1.76
H: 0.55 -0.40 -0.15
H: 0.01 0.77 0.70

---

[2]
The following is a DFT calculation (wB97M-V/def2-TZVPD) of C37H35BBrF2N6O3S2W as an isolated structure.

## Properties
* net charge: +1
* F_max: 0.00634 hartree/bohr
* spin multiplicity: 3
* relative energy (zero: lowest compared OMol25 entry of this formula, charge and spin): 3.8 kcal per mole
* gap between HOMO and LUMO (alpha / beta): 6.6539 / 6.3707 eV

Atoms and positions in Å:
W: 0.62 -0.28 0.85
O: 1.86 1.20 1.74
C: 1.53 2.50 1.99
C: 2.53 3.46 1.97
C: 2.24 4.78 2.25
C: 0.93 5.15 2.56
C: -0.06 4.19 2.60
C: 0.21 2.85 2.31
C: -0.92 1.93 2.36
N: -0.93 0.73 1.88
N: -2.14 0.05 1.95
C: -2.09 -1.08 1.29
O: -1.03 -1.52 0.66
C: -3.27 -1.96 1.31
C: -3.16 -3.26 0.84
C: -4.27 -4.10 0.86
C: -5.48 -3.64 1.34
C: -5.60 -2.33 1.81
C: -4.49 -1.49 1.80
H: 3.54 3.14 1.73
H: 3.03 5.52 2.24
H: 0.70 6.18 2.79
H: -1.07 4.47 2.86
H: -1.85 2.30 2.78
H: -2.21 -3.61 0.46
H: -4.18 -5.12 0.50
H: -6.35 -4.29 1.36
H: -6.54 -1.97 2.19
H: -4.57 -0.48 2.17
Br: 1.49 -0.44 8.17
C: 1.52 -0.82 6.33
C: 0.32 -0.98 5.65
C: 0.34 -1.24 4.29
C: 1.55 -1.38 3.63
C: 2.75 -1.21 4.31
C: 2.73 -0.94 5.67
N: 1.56 -1.62 2.22
C: 2.27 -2.59 1.75
C: 2.31 -2.74 0.31
C: 3.02 -3.74 -0.33
C: 2.96 -3.83 -1.71
C: 2.19 -2.91 -2.40
C: 1.53 -1.91 -1.70
N: 1.60 -1.80 -0.37
H: -0.62 -0.88 6.17
H: -0.59 -1.36 3.74
H: 3.68 -1.26 3.77
H: 3.66 -0.80 6.22
H: 2.78 -3.28 2.40
H: 3.59 -4.45 0.26
H: 3.50 -4.61 -2.23
H: 2.08 -2.96 -3.47
H: 0.92 -1.18 -2.20
C: -3.49 -3.16 -3.41
S: -2.27 -2.28 -2.42
O: -0.98 -3.00 -2.63
C: -2.20 -0.82 -3.46
C: -3.08 0.23 -3.22
C: -2.97 1.39 -3.98
C: -1.98 1.49 -4.95
C: -1.10 0.43 -5.17
C: -1.21 -0.73 -4.42
H: -3.10 -3.30 -4.41
H: -4.42 -2.59 -3.41
H: -3.65 -4.13 -2.93
H: -3.82 0.15 -2.44
H: -3.65 2.21 -3.81
H: -1.90 2.39 -5.55
H: -0.35 0.51 -5.95
H: -0.53 -1.57 -4.56
S: -0.33 1.04 -1.10
C: 0.77 2.18 -1.82
N: 1.20 1.95 -3.05
C: 2.10 2.84 -3.78
C: 2.95 3.60 -2.77
C: 2.06 4.27 -1.74
N: 1.12 3.29 -1.20
H: 0.82 1.13 -3.50
H: 1.51 3.53 -4.40
H: 2.71 2.24 -4.44
H: 3.55 4.35 -3.29
H: 3.63 2.90 -2.28
H: 1.50 5.10 -2.19
H: 2.65 4.66 -0.92
H: 0.79 3.40 -0.25
F: 3.78 -0.11 1.18
B: 2.71 0.57 0.66
F: 3.06 1.45 -0.34

---

[3]
The following is a DFT calculation (wB97M-V/def2-TZVPD) of C33H33MnN6O4P as an isolated structure in a non-equilibrium geometry.

## Properties
* net charge: +2
* F_max: 0.04129 hartree/bohr
* spin multiplicity: 4
* relative energy (zero: lowest compared OMol25 entry of this formula, charge and spin): 3.1 kcal per mole
* gap between HOMO and LUMO (alpha / beta): 6.5307 / 6.2405 eV

Atoms and positions in Å:
Mn: -0.18 -0.27 0.17
C: -3.72 0.77 -4.08
C: -3.70 -0.25 -3.15
C: -2.57 -0.47 -2.38
C: -1.44 0.31 -2.56
C: -1.46 1.35 -3.51
C: -2.60 1.57 -4.25
N: -0.30 0.08 -1.75
C: 0.98 0.22 -2.27
C: 1.32 0.23 -3.63
C: 2.64 0.36 -4.00
C: 3.67 0.49 -3.06
C: 3.38 0.45 -1.71
C: 2.05 0.29 -1.34
N: 1.63 0.18 0.00
N: 2.41 0.22 0.98
C: 1.71 -0.02 2.18
C: 2.36 0.03 3.39
C: 1.63 -0.22 4.54
C: 0.28 -0.52 4.43
C: -0.31 -0.56 3.18
N: 0.39 -0.32 2.07
H: -4.61 0.95 -4.68
H: -4.57 -0.89 -3.02
H: -2.56 -1.26 -1.64
H: -0.59 1.98 -3.65
H: -2.61 2.38 -4.97
H: 0.55 0.10 -4.38
H: 2.89 0.35 -5.06
H: 4.69 0.61 -3.39
H: 4.15 0.51 -0.96
H: 3.42 0.28 3.41
H: 2.10 -0.18 5.51
H: -0.33 -0.72 5.30
H: -1.36 -0.79 3.05
O: -3.73 0.19 1.45
C: -3.14 -0.79 1.07
O: -1.91 -0.80 0.57
H: -3.55 -1.80 1.19
C: 0.40 3.07 -0.79
P: -0.58 2.08 0.36
C: -2.28 2.53 0.02
C: -0.19 2.74 1.99
C: 1.09 3.22 2.28
C: 1.37 3.72 3.54
C: 0.38 3.73 4.52
C: -0.89 3.24 4.23
C: -1.18 2.74 2.97
H: 1.46 2.83 -0.78
H: 0.28 4.12 -0.51
H: 0.02 2.94 -1.80
H: -2.41 3.58 0.28
H: -2.98 1.90 0.56
H: -2.47 2.39 -1.05
H: 1.87 3.23 1.52
H: 2.35 4.12 3.76
H: 0.59 4.14 5.50
H: -1.67 3.26 4.99
H: -2.17 2.36 2.76
O: -3.55 -3.80 -4.54
C: -2.65 -4.85 -4.24
N: -1.98 -4.39 -3.05
C: -0.82 -4.93 -2.61
O: -0.25 -5.85 -3.14
C: -0.22 -4.29 -1.38
C: 0.43 -5.07 -0.44
C: 1.03 -4.44 0.64
C: 0.97 -3.06 0.73
N: 0.36 -2.30 -0.18
C: -0.22 -2.92 -1.22
H: -4.11 -4.07 -5.28
H: -1.91 -5.01 -5.02
H: -3.17 -5.79 -4.05
H: -2.48 -3.71 -2.49
H: 0.46 -6.14 -0.56
H: 1.55 -5.00 1.40
H: 1.46 -2.56 1.55
H: -0.68 -2.29 -1.97

---

[4]
The following is a DFT calculation (wB97M-V/def2-TZVPD) of a 7-piece molecular cluster, C20H46Cl8O6 overall in a non-equilibrium geometry.

## Properties
* F_max: 0.03961 hartree/bohr
* relative energy (zero: lowest compared OMol25 entry of this formula, charge and spin): 13.0 kcal per mole
* gap between HOMO and LUMO: 9.6553 eV

Atoms and positions in Å:
C: -6.86 4.21 3.40
O: -5.56 3.85 3.00
C: -4.73 4.90 2.50
C: -3.84 4.25 1.43
O: -4.11 4.85 0.19
C: -3.44 4.20 -0.87
H: -6.95 5.22 3.79
H: -7.25 3.51 4.13
H: -7.53 4.16 2.52
H: -4.20 5.41 3.31
H: -5.39 5.62 2.00
H: -4.07 3.18 1.46
H: -2.78 4.40 1.68
H: -2.36 4.33 -0.75
H: -3.78 4.64 -1.80
H: -3.65 3.12 -0.88
C: 1.93 -5.82 0.74
O: 3.06 -5.02 0.49
C: 3.98 -5.59 -0.39
C: 5.08 -4.55 -0.64
O: 4.63 -3.43 -1.38
C: 4.26 -2.36 -0.55
H: 1.37 -5.97 -0.18
H: 1.25 -5.26 1.39
H: 2.02 -6.74 1.33
H: 3.69 -5.95 -1.38
H: 4.48 -6.43 0.11
H: 5.95 -5.01 -1.12
H: 5.38 -4.24 0.37
H: 4.92 -2.00 0.24
H: 3.29 -2.45 -0.04
H: 4.15 -1.50 -1.22
C: -0.42 -2.70 -0.56
O: -1.03 -3.99 -0.56
C: -1.58 -4.23 0.72
C: -2.24 -5.61 0.83
O: -1.30 -6.67 0.57
C: -1.21 -7.00 -0.80
H: -1.20 -1.98 -0.34
H: -0.09 -2.51 -1.58
H: 0.46 -2.60 0.07
H: -2.44 -3.55 0.86
H: -0.80 -4.11 1.49
H: -3.05 -5.65 0.10
H: -2.54 -5.74 1.87
H: -0.63 -7.92 -0.81
H: -0.73 -6.27 -1.45
H: -2.18 -7.24 -1.24
Cl: -0.56 -1.48 4.68
C: 0.53 -0.10 4.61
C: 1.03 0.15 3.19
Cl: 2.21 -1.09 2.66
H: 1.38 -0.24 5.27
H: 0.07 0.84 4.89
H: 1.57 1.10 3.19
H: 0.23 0.29 2.47
Cl: -0.17 2.19 -5.92
C: -0.93 3.82 -5.73
C: -0.35 4.46 -4.48
Cl: -1.09 3.79 -2.97
H: -2.01 3.69 -5.75
H: -0.70 4.43 -6.60
H: -0.40 5.55 -4.46
H: 0.69 4.19 -4.38
Cl: 3.69 3.55 0.78
C: 4.60 4.51 -0.44
C: 3.92 4.45 -1.78
Cl: 2.35 5.29 -1.81
H: 5.59 4.06 -0.51
H: 4.71 5.54 -0.11
H: 3.76 3.43 -2.10
H: 4.58 4.89 -2.53
Cl: 1.85 0.07 -0.66
C: 0.94 1.58 -1.06
C: -0.10 1.94 -0.01
Cl: -1.36 0.69 -0.05
H: 0.43 1.44 -2.01
H: 1.67 2.37 -1.24
H: -0.50 2.93 -0.22
H: 0.37 1.95 0.97

---

Q: Among the records above, which one has the highest relative energy (zero: lowest compared OMol25 entry of this formula, charge and spin)?
A: H2NO3S2